(1)
108
Properties=species:S:1:pos:R:3:forces:R:3:lowdin_charge:R:1 method="wB97M-V/def2-TZVPD" orbital_gap_ha="0.2263 / 0.2265" total_energy_ha=-3996.0979 homo_ev="-2.02 / -2.02" lumo_energy_ev="4.14 / 4.14" largest_force_ev_per_a=3.98 charge=-2 multiplicity=2
Ce -0.06694 -0.09078 -1.41163 -0.0463 0.1025 0.8592 1.076
C -3.29587 1.94836 -2.29536 0.3654 1.2246 -0.7990 -0.207
C -3.44245 1.33523 -3.68341 -0.4245 -1.0243 0.5767 -0.211
C -2.53718 0.13233 -3.99476 1.0493 0.9830 -0.2138 -0.201
N -1.07580 0.28779 -3.67783 -1.3179 -0.9596 -0.4723 -0.050
C -0.26813 0.55219 -4.67739 -0.6470 3.0176 -0.1599 -0.251
C -0.67875 1.40774 -5.76687 -1.1525 -1.0433 1.0163 -0.038
C -0.19220 1.37550 -7.06172 0.1618 -0.0738 -0.2516 -0.135
C 1.09644 1.00129 -7.42884 0.3267 0.5048 -2.4041 -0.177
C 2.24574 1.10102 -6.61645 0.0485 -1.6049 1.3287 -0.105
C 2.24489 0.74222 -5.26220 0.6216 0.6694 -1.7728 -0.029
C 1.13391 0.24023 -4.49045 1.9274 -0.3693 -0.0141 -0.263
N 1.39248 -0.52497 -3.48863 -0.4598 -1.8221 0.7025 -0.032
C 2.52339 -1.44607 -3.48535 0.5659 1.1742 -0.7744 -0.237
C 2.53972 -2.32574 -2.27150 -0.0095 -0.2029 0.3510 -0.184
C 1.29727 -3.23471 -2.10960 0.2025 -0.1127 0.8477 -0.255
N 0.07606 -2.52282 -1.74539 -2.0895 -1.0899 1.4475 -0.102
C -0.94532 -3.25446 -1.17255 2.6116 2.7618 -1.1818 -0.204
C -0.82927 -4.65798 -1.14752 -0.7354 -0.7449 0.0818 -0.035
C -1.48184 -5.60387 -0.35265 1.1853 0.0044 -0.9865 -0.104
C -2.27517 -5.35592 0.74341 -0.8123 -0.3342 1.6071 -0.152
C -2.98451 -4.18134 0.99576 0.8027 0.2607 -0.2916 -0.098
C -2.87951 -2.92763 0.40696 -1.0413 0.0333 -0.5631 -0.033
C -2.09480 -2.43433 -0.66366 -0.4815 0.9436 1.1088 -0.205
N -2.24071 -1.12379 -0.97650 0.5485 -1.4236 -1.4651 -0.099
C -3.52534 -0.42245 -1.05249 0.4763 0.3820 0.7655 -0.204
C -3.39116 1.13439 -1.00588 1.3258 -0.3808 1.2180 -0.153
H -4.11594 2.69590 -2.29080 0.6512 0.0315 0.2629 0.106
H -2.31384 2.50051 -2.36749 -0.9467 -0.3545 0.5210 0.118
H -3.23550 2.17064 -4.36730 -0.4154 -0.3801 -0.1121 0.095
H -4.48853 0.94796 -3.78154 0.5442 0.4662 -0.3435 0.116
H -2.65105 -0.02941 -5.08311 0.0764 -0.4312 0.3933 0.112
H -2.86753 -0.72852 -3.40964 0.1131 0.0235 -0.4500 0.084
H -1.68562 1.79551 -5.52040 0.7171 0.0292 -0.9335 0.082
H -0.87230 1.72999 -7.85988 0.3663 -0.4449 0.3408 0.098
H 1.28497 0.72007 -8.51679 -0.2703 1.0407 1.2629 0.093
H 3.22167 1.31090 -7.11999 -0.8474 -0.3365 0.5124 0.102
H 3.23303 0.70154 -4.75420 -0.9595 0.1956 -0.3249 0.106
H 3.46279 -0.89088 -3.47070 0.3645 0.1321 -0.0014 0.101
H 2.57212 -2.03062 -4.44058 -0.3712 0.3271 0.5058 0.135
H 2.59993 -1.65013 -1.39689 0.1155 -0.5386 -0.0735 0.076
H 3.51839 -2.89638 -2.32113 -1.2823 0.2477 0.3298 0.133
H 1.51266 -3.96201 -1.28670 0.1542 0.3754 -0.7135 0.103
H 1.06301 -3.74430 -3.05014 0.4295 -0.3748 -0.1786 0.116
H -0.01904 -4.94899 -1.82242 -0.8287 -0.6603 0.2300 0.084
H -1.32268 -6.67739 -0.57158 0.5373 0.7012 0.2367 0.101
H -2.25166 -6.10384 1.58715 -0.6576 0.4066 -1.3335 0.105
H -3.71554 -4.25527 1.77719 -0.0424 0.1368 0.6505 0.086
H -3.50451 -2.10601 0.80464 0.2450 -0.9330 0.0872 0.096
H -4.21033 -0.72301 -0.26242 -0.1918 -0.0210 0.1158 0.091
H -3.98276 -0.66543 -1.99712 -0.5010 -0.3945 -0.2788 0.086
H -2.43939 1.35346 -0.43359 -1.0857 -0.2363 -0.1897 0.090
H -4.20517 1.54095 -0.37550 0.3483 -0.2494 -0.3249 0.106
O 2.59655 2.52425 -2.77339 -0.6111 0.4049 1.4258 -0.309
Cl 1.84503 2.39765 -1.53525 -1.3540 0.4087 0.4214 0.806
O 2.13152 3.44165 -0.53296 -0.2554 -1.8229 -2.0197 -0.302
O 0.32291 2.44066 -1.86218 3.1348 -0.2025 0.4704 -0.418
O 2.12769 1.02664 -0.97603 -0.0362 1.9746 -0.4762 -0.434
C 4.16917 -3.03705 5.55662 -0.3637 -0.5001 -0.3523 -0.048
C 3.90328 -3.49046 4.11870 1.0118 -1.1398 1.0307 -0.406
C 4.62339 -4.52941 3.50819 0.6891 -0.2913 -0.6586 -0.069
C 4.31740 -4.76359 2.14635 -0.3227 0.0349 1.1897 -0.191
N 3.39443 -4.09756 1.47569 0.4573 0.1628 0.3147 0.009
C 2.74131 -3.11389 2.15249 -0.3421 -0.3709 0.5831 -0.835
S 1.55069 -2.25125 1.31226 -0.2480 0.3925 0.0745 0.665
N 2.95921 -2.87489 3.50520 -1.2708 1.3399 -1.8442 0.078
H 3.60978 -3.61947 6.31360 0.1386 0.2106 -0.4578 0.074
H 3.88572 -1.99530 5.62267 -0.1944 0.1754 0.1113 0.063
H 5.21920 -3.11582 5.78315 0.5130 -0.1325 0.1554 0.050
H 5.42814 -5.06740 4.03896 -0.5237 0.2775 -0.4061 0.081
H 4.75834 -5.56861 1.57115 0.4255 -0.1357 0.1543 0.082
C -1.72719 1.32132 4.61925 0.4812 -0.0708 0.5743 -0.109
C -0.88582 0.53325 3.58556 -0.6973 0.3936 -0.2256 -0.574
C -1.72582 -0.65081 3.11302 0.6873 -0.0289 -0.2613 -0.113
C 0.41612 -0.03507 4.18159 -1.0076 -0.9429 1.0452 -0.111
Si -0.50479 1.70156 2.08316 1.1158 -1.0907 0.2737 0.471
O -0.38234 0.90359 0.71433 -0.3180 -0.2590 -0.6415 -0.434
C 1.19158 2.45804 2.51841 -1.1000 -0.2640 1.0311 -0.205
C 1.27022 3.64945 3.27192 -0.1153 0.5678 -1.4309 -0.100
C 2.51672 4.24406 3.36834 0.2130 0.6754 1.1333 -0.134
C 3.65784 3.63553 2.88388 0.4528 0.6504 0.5082 -0.122
C 3.58639 2.37077 2.33676 -0.1529 0.0882 0.1342 -0.093
C 2.36461 1.74400 2.21921 -0.2929 0.5732 -0.4379 -0.090
C -1.72319 3.14453 1.98399 -1.0285 -0.4443 -0.9216 -0.214
C -1.27168 4.32664 1.37499 0.6977 1.0643 0.5872 -0.094
C -1.98761 5.54728 1.46054 -1.0965 -0.2928 0.0009 -0.091
C -3.30764 5.51159 1.98111 0.7182 -1.6190 -0.3548 -0.106
C -3.86017 4.22633 2.29094 0.5875 0.5492 0.2775 -0.109
C -3.10559 3.03851 2.30146 0.6094 1.3070 0.1800 -0.098
H -1.39126 0.90210 5.59476 -0.4983 0.8154 -0.1373 0.078
H -2.80757 1.17084 4.52030 0.0954 -0.4146 -0.0519 0.055
H -1.65510 2.42470 4.53036 0.5375 -0.4984 0.5471 0.062
H -1.94673 -1.31536 3.95463 -0.1938 -0.0175 0.0607 0.080
H -1.12438 -1.21666 2.39479 -0.3277 -0.1019 -0.0955 0.050
H -2.64454 -0.29335 2.65257 -0.2538 -0.2057 -0.1614 0.063
H 0.24474 -0.85293 5.00063 -0.0066 1.6104 -1.0072 0.113
H 1.08483 0.74022 4.50821 0.2376 0.2939 0.5848 0.057
H 0.93663 -0.58498 3.43364 0.5106 -0.4639 -0.8107 -0.005
H 0.38328 4.28502 3.53643 0.7338 -1.0596 -0.1418 0.109
H 2.65090 5.19558 3.90549 -0.2365 -0.2929 -0.3321 0.091
H 4.57543 4.21150 3.03987 0.0066 -0.5173 -0.3817 0.091
H 4.42852 1.85760 1.93627 0.7884 -0.1983 -0.0300 0.095
H 2.38043 0.74686 1.78305 -0.5416 0.1502 -0.0375 0.090
H -0.23686 4.33966 0.96240 -0.8406 0.0325 0.3508 0.112
H -1.59037 6.52996 1.11823 -0.0708 -1.0334 0.2180 0.099
H -3.88922 6.42858 2.10793 0.1145 -0.3799 -0.0739 0.081
H -4.86359 4.15407 2.67464 -0.4195 0.1885 -0.0940 0.075
H -3.57262 2.09319 2.65553 0.4984 0.8155 -0.3468 0.103

=====

(2)
104
Properties=species:S:1:pos:R:3:forces:R:3:lowdin_charge:R:1 method="wB97M-V/def2-TZVPD" orbital_gap_ha=0.2307 total_energy_ha=-3377.7232 homo_ev=-12.56 lumo_energy_ev=-6.29 largest_force_ev_per_a=2.48 charge=+2 multiplicity=1
Pt 0.91908 -0.49401 0.66764 1.5558 -1.5849 1.1106 1.322
C 1.03025 -4.44829 0.86780 0.1547 -0.0526 -0.1325 -0.174
Si -0.50198 -3.56617 1.45143 0.1875 0.1910 0.3358 0.357
C -2.00248 -4.59575 1.08154 -0.2057 0.0578 -0.1192 -0.148
C -0.35207 -3.22954 3.26935 0.0275 -0.0114 0.1876 -0.166
N -0.58371 -2.01208 0.62037 0.3641 0.1782 0.2610 -0.339
P -1.75763 -1.15117 -0.12940 -0.3707 0.5473 -0.3535 0.726
C -0.73942 0.15347 -0.36604 -0.1167 0.5854 -0.0077 -0.491
P -0.07529 1.28564 -1.46188 0.0169 -0.0233 0.2182 0.692
N 1.47934 1.01891 -1.16731 0.1537 -0.0027 -0.0731 -0.307
Si 2.82270 2.01996 -1.70231 -0.1911 0.0106 0.3403 0.350
C 3.50493 2.94824 -0.21975 0.1553 0.0229 0.0488 -0.159
C 4.10520 0.91412 -2.49427 0.1936 -0.0192 -0.0853 -0.172
C 2.27475 3.27988 -2.95686 -0.1470 0.0485 -0.1298 -0.156
C -0.55290 0.99992 -3.16800 -0.0659 0.1393 -0.1094 -0.299
C -1.78468 1.42637 -3.67049 0.0189 -0.1358 -0.0062 -0.086
C -2.09545 1.22202 -5.00757 -0.0312 -0.0326 0.0670 -0.054
C -1.19152 0.57786 -5.84094 0.0080 0.0052 -0.0324 -0.054
C 0.01704 0.11364 -5.33825 0.0157 -0.0458 0.0643 -0.059
C 0.33634 0.32318 -4.00483 -0.0849 0.0795 0.0021 -0.095
C -0.60560 2.94080 -0.97307 -0.0482 0.1190 -0.1813 -0.288
C -0.52093 3.23991 0.39211 -0.0410 0.0348 -0.1423 -0.103
C -0.82274 4.50991 0.85019 0.0398 -0.0160 0.0114 -0.065
C -1.20432 5.49953 -0.05050 0.0010 0.0207 0.0270 -0.056
C -1.27583 5.21748 -1.40474 0.0124 -0.0223 -0.0447 -0.054
C -0.97877 3.94116 -1.86924 0.0391 0.0124 0.1032 -0.085
C -3.17316 -0.65275 0.86672 -0.2226 -0.3847 0.1250 -0.325
C -3.33511 0.68666 1.22269 -0.2004 -0.0136 -0.1082 -0.095
C -4.42835 1.07418 1.98915 0.0347 -0.0214 -0.0564 -0.053
C -5.35593 0.12883 2.40534 -0.0137 0.0183 -0.0152 -0.050
C -5.19194 -1.21042 2.06712 0.0252 -0.0338 0.0337 -0.050
C -4.10901 -1.60142 1.29616 0.0465 0.0895 0.0625 -0.077
C -2.46093 -1.93399 -1.57192 -0.0057 -0.4746 0.0658 -0.296
C -1.63524 -2.75866 -2.34416 -0.1001 0.0803 0.0150 -0.087
C -2.14615 -3.42340 -3.44341 0.0311 0.0152 -0.0322 -0.056
C -3.48657 -3.26502 -3.78321 0.0094 -0.0002 0.0034 -0.046
C -4.30419 -2.42577 -3.04161 0.0300 0.0538 -0.0252 -0.048
C -3.79646 -1.75783 -1.93504 0.0651 -0.0342 -0.0240 -0.061
H 1.15048 -5.37854 1.43012 0.0028 0.0431 -0.0328 0.054
H 0.96801 -4.72702 -0.19096 0.0492 -0.0082 0.0571 0.044
H 1.93805 -3.85871 1.03477 -0.0519 -0.0881 0.0351 0.013
H -1.70215 -5.64426 1.00516 -0.0202 0.0374 0.0047 0.050
H -2.73316 -4.52313 1.89033 0.0038 0.0047 -0.0504 0.040
H -2.49525 -4.32861 0.14287 0.0275 -0.0674 0.0130 0.026
H -0.25655 -4.15806 3.83994 -0.0066 0.0633 -0.0182 0.050
H 0.52681 -2.61266 3.48463 -0.0444 -0.0568 0.0348 0.024
H -1.23998 -2.70300 3.63411 0.0592 -0.0478 0.0136 0.034
H 3.14314 2.53247 0.72350 0.0176 0.0887 -0.0287 0.008
H 4.59956 2.94824 -0.19918 -0.0814 0.0391 0.0325 0.037
H 3.18018 3.99141 -0.26229 0.0100 -0.0482 0.0226 0.039
H 4.12144 -0.10521 -2.10356 0.0073 0.0328 -0.0541 -0.007
H 3.93145 0.85180 -3.57296 -0.0102 -0.0268 0.0516 0.038
H 5.10640 1.33776 -2.36133 -0.0515 -0.0382 -0.0497 0.044
H 1.74288 4.10430 -2.47743 0.0329 -0.0041 -0.0383 0.030
H 3.15136 3.69386 -3.46485 -0.0344 -0.0069 0.0372 0.051
H 1.62045 2.85308 -3.72229 0.0784 0.0438 -0.0214 0.029
H -2.50060 1.91713 -3.02098 0.0262 0.0356 -0.0354 0.112
H -3.03846 1.57603 -5.40308 -0.0013 -0.0201 0.0171 0.115
H -1.42784 0.44377 -6.88900 0.0017 -0.0254 0.0333 0.116
H 0.71382 -0.39857 -5.98915 -0.0007 0.0206 0.0069 0.113
H 1.29122 -0.00723 -3.60940 0.0148 0.0383 -0.0666 0.085
H -0.21121 2.46665 1.08572 -0.0346 -0.0202 0.0471 0.081
H -0.75302 4.73636 1.90686 -0.0102 0.0011 -0.0206 0.109
H -1.44039 6.49369 0.30733 0.0126 -0.0236 -0.0085 0.115
H -1.55053 5.99387 -2.10681 -0.0322 -0.0224 0.0134 0.116
H -1.02703 3.73663 -2.93009 0.0473 0.0351 0.0038 0.102
H -2.60983 1.41910 0.88915 0.0164 0.0077 -0.0048 0.087
H -4.55837 2.11645 2.25201 -0.0094 -0.0182 -0.0245 0.115
H -6.22018 0.43706 2.98098 0.0600 -0.0231 0.0236 0.117
H -5.90945 -1.94706 2.40508 -0.0055 0.0225 -0.0384 0.117
H -3.99438 -2.64445 1.02314 -0.0310 0.0330 -0.0136 0.098
H -0.59376 -2.88179 -2.06604 -0.0354 -0.0569 -0.0312 0.089
H -1.51084 -4.06942 -4.03587 -0.0133 0.0091 0.0250 0.114
H -3.89391 -3.80332 -4.62937 0.0183 0.0293 -0.0004 0.118
H -5.34152 -2.29658 -3.32026 0.0076 0.0043 0.0135 0.117
H -4.43818 -1.10746 -1.35552 -0.0237 -0.0402 -0.0048 0.110
C -0.99592 0.43556 4.49337 0.0111 -0.0354 -0.0252 0.007
C -0.75852 0.09795 3.15677 0.0622 -0.0353 0.1013 -0.095
N 0.46011 0.06699 2.64608 -0.9033 0.5143 -0.6336 -0.020
C 1.51592 0.37486 3.44404 -0.3447 0.0046 0.0967 -0.149
C 1.36835 0.71400 4.78515 -0.0047 0.0501 0.2494 -0.115
C 0.06180 0.74034 5.30761 0.0340 0.0609 0.1169 0.042
C 2.54100 1.04571 5.55140 -0.1444 -0.0108 -0.0530 0.016
C 3.76179 1.04972 4.97722 0.0591 -0.0289 -0.0885 0.017
C 3.92066 0.69965 3.59182 0.1908 0.0939 0.2010 -0.116
C 5.15964 0.66372 2.92608 0.0449 0.0109 0.0556 0.046
C 5.19697 0.33585 1.59644 -0.0157 0.0187 -0.0310 0.004
C 4.00380 0.04755 0.92375 0.0962 0.2018 0.2092 -0.131
N 2.83353 0.04114 1.54204 0.4076 -0.4947 -0.4959 -0.012
C 2.79364 0.36456 2.85207 0.0509 0.0341 -0.1306 -0.161
H -2.01277 0.45241 4.85913 -0.0072 -0.0139 -0.0235 0.127
H -1.56965 -0.15488 2.49401 0.0395 0.0307 0.0594 0.078
H -0.09335 1.01464 6.34442 -0.0049 -0.0315 -0.0251 0.137
H 2.41937 1.30145 6.59624 -0.0076 0.0155 -0.0273 0.132
H 4.64075 1.32313 5.54666 -0.0050 -0.0430 -0.0004 0.132
H 6.06764 0.89930 3.46845 -0.0204 -0.0049 -0.0207 0.138
H 6.13116 0.29943 1.05277 -0.0400 0.0351 -0.0116 0.130
H 3.99979 -0.18577 -0.12589 0.0168 0.0025 0.0120 0.059
N 3.21811 -2.10593 -0.78873 0.1552 -0.0800 0.1973 0.007
N 1.83531 -1.81084 -0.75683 -1.0878 0.6766 -0.8855 -0.134
H 3.43202 -2.65483 -1.61436 -0.0436 -0.0687 -0.0209 0.117
H 3.45372 -2.64923 0.03341 0.0006 -0.0692 -0.0146 0.087
H 1.23514 -2.63226 -0.76396 0.0006 -0.0921 0.0208 0.041
H 1.62007 -1.22419 -1.56723 0.1227 -0.0890 -0.1796 0.071